# 1
56
Properties=species:S:1:pos:R:3:forces:R:3 method="wB97M-V/def2-TZVPD" orbital_gap_ev=8.641 energy_ev=-32312.5646 total_charge=0
C -3.3222 4.2899 0.1719 0.204 0.081 -0.134
H -5.7322 2.1667 0.1178 -0.114 0.013 0.013
H -3.5134 4.9183 2.7240 0.029 0.033 0.074
N -1.9359 2.4682 -0.6278 -0.059 -0.002 -0.019
H -0.6040 2.6508 -2.1801 -0.036 -0.155 0.007
H 3.3566 -0.6957 -0.7507 0.084 0.038 -0.030
O 1.0300 -4.5775 -1.2937 -0.172 -0.006 -0.093
C 1.3711 0.9134 -0.1357 0.001 0.795 0.139
H -1.2108 4.0578 0.5834 0.012 0.011 -0.074
H 3.7984 4.1741 0.4923 -0.002 -0.051 0.042
H -3.3221 5.3400 0.4723 -0.040 -0.004 -0.032
H 1.5297 -6.6444 -2.6943 -0.069 0.007 -0.093
C -4.7844 1.6815 -0.0974 0.132 0.021 0.212
C -0.7357 2.0010 -1.3066 -0.033 0.099 -0.122
H 4.6261 -8.1964 -0.1802 0.058 -0.063 0.018
C -3.7528 2.0715 0.9626 -0.137 -0.289 -0.143
H -1.6305 1.7358 1.3440 -0.011 -0.051 -0.087
C 2.0180 -5.4722 -0.9814 0.330 -0.404 0.116
H -1.5921 4.4590 -1.1113 0.039 0.044 0.010
N 2.3437 2.6805 0.5539 -0.529 0.024 -0.376
C 0.0499 -1.2059 -0.3734 0.175 0.132 0.009
H -4.9303 0.6043 -0.0940 -0.024 -0.139 -0.063
H 3.2021 -8.3968 -2.1882 -0.001 -0.062 -0.055
H 4.3518 -6.2599 1.3250 0.041 0.011 0.069
H 3.2804 -3.1069 -1.2601 0.044 -0.012 -0.006
C -0.0010 -2.5583 -0.6459 0.136 -0.407 -0.087
H -2.2532 3.6688 2.6862 0.015 0.020 0.049
C 2.8072 -5.3671 0.1594 -0.255 0.186 -0.037
H -0.9367 -3.0950 -0.6163 -0.088 -0.071 0.012
H 2.6801 -4.5265 0.8260 0.005 0.036 0.029
C 3.0949 -7.5473 -1.5301 0.046 -0.014 0.034
H -3.9853 1.5329 1.8885 0.051 0.049 -0.067
C 1.2203 3.1117 -0.0536 -0.012 -0.211 0.008
C 1.2572 -0.5153 -0.4129 0.071 -0.345 -0.061
H -0.9350 0.9899 -1.6701 0.052 0.088 -0.072
C -1.9102 3.8667 -0.2500 -0.260 0.139 0.078
H 0.9995 4.1575 -0.1330 -0.048 0.210 -0.012
H 4.1175 2.7914 1.5663 -0.059 0.054 -0.032
H -4.4422 1.9796 -1.0837 -0.032 -0.004 -0.137
N -3.8553 3.4940 1.2608 -0.051 0.060 0.091
N 2.4496 1.3616 0.5006 0.360 -0.592 0.240
H -2.3833 0.6138 0.1851 0.018 -0.022 0.046
H -0.8564 -0.6922 -0.0974 -0.059 0.046 0.016
C 2.3760 -2.5753 -1.0011 -0.053 -0.312 -0.103
C 3.7418 -6.3474 0.4380 0.037 -0.056 -0.020
C 3.8933 -7.4359 -0.4038 0.097 -0.102 0.036
C 3.3517 3.4707 1.1980 0.323 0.270 0.215
C -2.3431 1.6575 0.5016 -0.128 -0.012 0.232
H -3.8652 3.2938 3.3228 0.025 0.012 0.073
C 1.1613 -3.2534 -0.9611 -0.034 0.490 0.090
C 2.1609 -6.5722 -1.8222 -0.168 0.320 0.019
H 2.9295 4.0293 2.0361 0.037 -0.054 -0.036
H -3.9931 4.1768 -0.6823 0.068 0.097 -0.071
C 0.5403 2.0010 -0.5133 0.088 0.032 0.090
C -3.3292 3.8569 2.5589 0.067 -0.028 -0.018
C 2.4170 -1.2250 -0.7241 -0.174 0.052 0.012

***

# 2
56
Properties=species:S:1:pos:R:3:forces:R:3 method="wB97M-V/def2-TZVPD" orbital_gap_ev=8.957 energy_ev=-32315.7127 total_charge=0
C 0.9312 1.9708 -2.5328 0.015 0.130 -0.117
C -0.8492 -1.6826 0.6913 0.145 -0.368 0.023
H -1.8273 3.2141 -0.9764 0.014 -0.088 0.033
C -0.5481 2.4729 0.5859 0.130 0.105 0.091
C 0.5179 -5.0694 -0.2816 0.048 0.036 0.013
C -0.7462 -3.1776 4.1784 0.022 0.006 -0.019
H -3.2496 1.1043 0.6417 -0.003 -0.045 -0.017
C -0.3729 -2.7426 -0.0680 0.009 0.037 -0.188
C -2.6321 2.8563 1.7668 -0.056 -0.117 0.045
H 4.1509 3.0333 -0.3389 0.030 0.121 0.041
H -1.3429 -1.0071 2.6678 -0.053 0.099 0.072
C 4.6755 0.9458 -0.3611 0.156 0.100 0.121
H -1.4550 0.2467 0.8389 0.050 -0.071 -0.106
N 1.2765 0.6511 -2.5950 -0.006 0.048 -0.181
C -1.1638 2.4906 1.9909 -0.016 0.152 -0.039
C -0.6205 -3.0167 2.6929 0.015 0.024 -0.078
H -1.5812 0.7659 -3.3894 -0.087 0.236 0.043
H -0.2888 -2.6351 -1.1357 -0.011 -0.009 -0.038
C -1.2456 -0.0690 -1.1606 -0.215 0.380 0.002
H 0.1739 -4.9959 -1.3101 0.000 -0.050 -0.083
H -2.4577 2.2527 -2.9868 0.059 -0.052 -0.016
C 2.4319 0.5141 -1.8716 0.449 0.429 0.300
H 2.9542 -1.5748 -1.8808 0.012 -0.124 -0.018
C -0.3110 2.5116 -3.1506 -0.192 -0.122 0.042
C 3.8953 2.0400 -0.6717 -0.065 -0.035 -0.042
H 0.2371 -3.3186 4.6262 0.025 -0.002 0.088
C -0.1442 -4.0662 1.9169 -0.017 0.041 -0.062
H -2.7252 3.9355 1.6378 -0.031 0.074 0.033
H 1.6081 -5.0415 -0.2851 0.063 -0.056 -0.048
H -1.0890 1.5101 2.4667 0.014 -0.064 0.063
H 0.1296 -4.9960 2.3949 0.026 -0.141 0.061
H -0.6624 3.2035 2.6431 0.047 -0.080 0.087
H -3.2690 2.5557 2.5977 -0.054 0.089 0.028
H -0.2114 2.5286 -4.2388 -0.038 0.083 -0.011
H 4.9815 -1.1672 -0.5141 0.039 -0.067 0.014
H -0.0439 3.4149 0.3757 0.042 -0.033 -0.021
H 0.6879 -0.1003 -2.9281 -0.078 0.068 0.131
H -3.8609 2.6083 -0.0225 -0.053 -0.087 -0.047
C -1.5511 1.6741 -2.7844 0.027 -0.117 -0.304
H -0.4135 3.5414 -2.8069 0.064 -0.024 -0.039
H -1.2088 -2.3037 4.6305 -0.027 0.032 0.079
C 2.7540 1.8215 -1.4342 -0.068 -0.752 -0.150
N 1.7857 2.6941 -1.8669 -0.228 0.542 -0.038
C -0.0186 -3.9375 0.5420 -0.062 0.039 0.225
O -1.0244 -0.8368 -2.0878 0.071 -0.542 -0.175
C -0.9687 -1.8299 2.0725 -0.003 -0.008 -0.045
H -1.3480 -4.0533 4.4162 -0.036 -0.031 0.075
N -1.2118 -0.4457 0.1501 -0.134 0.318 0.253
C 4.3420 -0.3411 -0.7888 0.004 -0.148 -0.018
H 5.5688 1.0817 0.2311 0.064 0.015 0.044
C -3.0000 2.1509 0.4637 0.009 0.254 0.010
C 3.2169 -0.5807 -1.5518 -0.038 -0.136 -0.034
C -1.7290 2.2903 -0.4031 -0.089 -0.027 0.292
H 0.2000 1.6895 0.4724 0.050 0.053 -0.058
H 0.2089 -6.0283 0.1287 0.002 -0.082 -0.019
N -1.5559 1.2474 -1.3972 -0.044 -0.031 -0.299

***

# 3
61
Properties=species:S:1:pos:R:3:forces:R:3 method="wB97M-V/def2-TZVPD" orbital_gap_ev=8.119 energy_ev=-60127.5879 total_charge=0
H 4.1273 1.5005 -7.1645 -0.002 0.054 0.097
C 2.6097 -0.2881 -5.9610 -0.181 -0.058 -0.060
H -2.4228 0.3477 -0.4465 -0.057 -0.003 -0.034
C 0.9032 -0.5849 -7.6402 0.241 0.049 0.028
O 5.0476 -0.4795 -9.5212 0.247 0.019 -0.150
H 0.6419 -0.7724 -8.6710 -0.020 0.017 -0.119
H -1.7416 -0.2606 7.1072 -0.033 0.077 -0.034
C -2.0235 -0.0219 -4.4165 -0.361 -0.009 -0.035
C -0.3959 1.4412 2.6525 0.140 0.075 0.025
H 5.4823 0.4263 -6.7624 0.003 -0.014 0.098
H -2.3544 0.7496 -5.1137 -0.004 -0.019 0.012
H 3.0327 -1.1556 7.5490 0.133 -0.045 0.029
C 4.9387 0.9058 -7.5740 0.107 0.053 -0.161
S 1.7891 0.1690 -3.2965 0.103 -0.132 -0.745
C 4.4323 -0.1353 -8.5363 -0.016 0.149 0.068
H -3.3894 -0.9762 3.8532 -0.004 -0.276 0.001
H 0.6068 -0.8316 7.9683 -0.020 0.071 0.078
H 0.1400 1.7724 3.5279 0.168 0.046 0.062
N -0.5869 -0.0092 -4.3100 -0.116 0.027 0.117
C 2.2586 -0.5006 -7.2901 -0.326 0.141 0.383
H -4.8971 -1.8829 5.6096 -0.091 -0.102 0.035
C 0.2578 -0.1891 -5.3849 0.687 -0.097 -0.507
N -2.1863 0.1134 5.0965 -0.386 1.052 -0.323
H -3.9656 -1.0496 6.8585 -0.007 -0.033 0.131
H 2.8830 -1.2571 -9.0793 0.201 0.077 0.108
C -4.2722 -1.0177 5.8159 0.196 0.017 -0.163
H -1.1336 -0.5011 -6.9990 -0.125 -0.012 -0.054
H 3.6365 -0.2761 -5.6421 0.184 -0.014 -0.017
H 1.2881 0.5580 7.1251 -0.037 0.058 0.075
H 2.0920 -2.3557 6.6626 0.026 -0.126 -0.025
C 0.0415 0.1870 -3.1404 0.707 0.068 0.423
N 3.2000 -0.6881 -8.3022 -0.217 -0.456 -0.475
H -4.8468 -0.1120 5.6443 -0.094 0.005 0.038
O -1.9427 2.6112 4.9912 0.255 -0.153 -0.075
H -2.4709 -1.9343 5.0281 0.013 0.089 -0.116
N -0.5855 0.3719 -2.0190 -0.574 -0.025 -0.096
H 2.7716 -0.9670 5.8146 0.091 -0.002 -0.106
C -3.0564 -1.0202 4.8924 -0.475 -0.208 -0.105
C -1.2609 0.1268 6.2015 0.576 0.095 0.114
S -2.5771 1.5189 4.3128 0.242 -0.387 -0.029
H 1.3135 1.3301 1.3499 0.062 0.016 0.012
C 0.2191 0.5752 -0.9411 0.157 -0.059 -0.313
C 0.0132 -0.6701 5.9076 -0.136 0.216 0.348
C -1.8707 0.6498 0.4289 0.251 0.005 -0.013
C 1.6065 -0.1240 -5.0230 -0.486 0.066 0.088
C -1.7657 1.2717 2.7324 -0.391 0.137 0.333
O -3.9925 1.5752 4.0801 0.120 -0.273 -0.177
H 5.6370 1.5448 -8.1089 -0.020 -0.045 -0.030
O 1.4476 0.5711 -1.0255 -0.082 0.134 0.697
H -0.2318 -1.7290 5.7983 0.028 -0.071 -0.082
H 0.4353 -0.3292 4.9603 0.002 -0.018 -0.067
C 1.0423 -0.5008 7.0227 -0.014 -0.212 -0.270
H -3.5768 0.7772 1.7418 -0.118 -0.026 -0.068
H -2.3674 -0.9967 -4.7669 -0.009 0.022 0.005
C -0.0986 -0.4326 -6.7055 -0.052 -0.001 0.278
C -0.4906 0.8103 0.3350 -0.104 0.079 0.427
C 0.2455 1.2069 1.4511 -0.096 -0.053 -0.056
H -1.0112 1.1754 6.3708 0.072 -0.153 0.235
C -2.5080 0.8783 1.6348 -0.198 0.033 0.106
H -2.4317 0.1777 -3.4288 -0.001 -0.021 -0.104
C 2.3137 -1.2939 6.7453 -0.156 0.155 0.156

***

# 4
60
Properties=species:S:1:pos:R:3:forces:R:3 method="wB97M-V/def2-TZVPD" orbital_gap_ev=8.085 energy_ev=-40503.7689 total_charge=0
N 0.8308 -0.2389 4.3368 -0.179 -0.229 0.375
O -4.3051 -2.6076 -0.0811 -0.113 -0.353 0.118
C -1.0059 -2.1895 -1.2002 -0.114 0.208 0.063
C 4.0789 -1.2683 0.3879 -0.319 -0.224 -0.558
H 0.4430 2.2688 -1.8849 -0.005 -0.047 0.098
H 2.6243 4.8378 -0.2343 0.075 0.062 0.029
C -1.9704 -2.4327 -0.0324 -0.008 -0.116 0.011
H -1.6959 0.1701 0.9037 0.141 0.021 0.117
O 1.5729 2.4609 0.5343 0.393 -0.157 -0.101
H 2.5911 3.6277 -1.5245 0.087 -0.049 -0.115
H -6.2484 -2.9691 -0.4564 0.098 0.103 -0.009
C 5.2051 -2.8216 -1.6163 -0.217 -0.021 -0.175
C 1.2469 0.2864 3.4103 -0.116 0.125 0.350
H -0.1429 -2.8481 -1.0882 -0.041 -0.032 -0.034
C 2.2690 -0.1421 1.2321 0.527 0.061 0.140
H 5.6653 -3.4257 -2.3848 0.012 -0.042 -0.069
C -0.0990 2.8863 -1.1629 0.182 -0.248 0.335
H 6.0024 -1.3173 1.3283 0.065 0.055 0.080
N 0.1025 -0.3682 0.0463 -0.086 0.387 -0.075
C 1.4282 -0.6718 0.1913 0.544 -0.430 -0.715
H 0.3898 4.1447 0.5356 0.116 -0.120 -0.140
C -1.8771 4.4447 -1.2276 -0.044 0.020 0.029
C -1.3336 -1.9296 1.2719 -0.093 0.209 -0.079
H -1.5351 5.0780 -0.4026 -0.034 0.003 0.002
H -5.6689 -1.3641 -1.0014 -0.035 -0.181 0.079
H 3.2791 -2.7826 -2.5585 -0.065 -0.025 -0.085
C 5.9768 -2.4145 -0.5160 0.128 0.111 0.289
C -3.3046 -1.7412 -0.2474 0.372 -0.305 -0.003
H -0.4799 -2.5684 1.5122 -0.014 -0.035 0.050
C 0.9189 3.5136 -0.1895 -0.476 0.610 -0.435
C -0.5168 -0.7419 -1.2154 0.009 -0.035 -0.494
N 1.9846 -1.3827 -0.7739 -0.446 0.135 0.291
O -0.0725 2.3950 2.0628 0.099 -0.056 0.052
N 3.5292 -0.4500 1.3117 -0.138 0.141 0.277
C 5.4291 -1.6449 0.4751 0.137 -0.122 -0.143
H -1.4948 -2.4183 -2.1481 0.025 -0.044 -0.061
O -3.4647 -0.5789 -0.5220 -0.151 0.205 -0.038
H -6.0286 -2.1971 1.9232 -0.042 -0.048 0.085
C -6.1043 -1.4765 1.1125 0.276 -0.171 -0.259
C 1.9826 4.3048 -0.9307 -0.194 -0.264 0.321
H -2.0471 -1.9938 2.0947 0.017 -0.048 0.079
H 7.0128 -2.7136 -0.4596 0.077 -0.010 0.028
C 3.2911 -1.6930 -0.7120 0.452 0.164 0.523
C 3.8872 -2.4687 -1.7244 0.178 -0.081 -0.015
C 0.9693 1.9957 1.6206 -0.334 0.111 0.256
C -0.8499 -0.4832 1.1332 -0.198 -0.206 0.522
H -2.3932 5.0610 -1.9611 -0.053 0.022 0.085
H 1.4945 5.0150 -1.5919 -0.019 0.071 -0.051
H 0.2159 -0.6067 -2.0105 -0.163 0.029 0.025
H -0.7884 2.2490 -0.5928 0.050 -0.017 -0.066
H 2.7701 1.3858 2.5866 -0.165 -0.087 -0.178
H -2.1809 -3.5026 0.0582 0.036 0.151 -0.013
H -5.4904 -0.6112 1.3503 -0.001 0.077 0.033
C 1.8402 0.9060 2.2497 0.185 0.194 -0.539
H -1.3632 -0.0709 -1.3746 0.113 -0.014 0.001
C -5.6385 -2.1026 -0.1938 -0.399 0.375 -0.020
H -0.4223 -0.1646 2.0796 -0.165 -0.005 -0.164
H -7.1380 -1.1579 1.0155 -0.125 0.044 0.021
O -0.8043 3.8381 -1.9121 0.158 0.110 -0.133
H -2.5669 3.6908 -0.8326 0.002 0.016 0.001